A cluster of 2 separate species, C2H4ClN2 in total in a non-equilibrium geometry. Source: the OMol25 dataset; level of theory: the ωB97M-V functional and the def2-TZVPD basis.

Each atom is followed by the atoms it is bonded to, with distances in Å.
Geometry (Å):
1 C 0.74 0.87 -0.63  N4 1.283, H6 1.071, H7 1.104
2 C -1.19 -0.57 0.23  Cl5 1.612, H8 1.053, H9 1.125
3 N 1.73 -0.62 0.93  N4 1.116
4 N 1.41 0.11 0.15  C1 1.283, N3 1.116
5 Cl -0.47 -1.53 1.30  C2 1.612
6 H 0.53 0.46 -1.59  C1 1.071
7 H 0.18 1.63 -0.05  C1 1.104
8 H -1.20 -0.75 -0.81  C2 1.053
9 H -1.72 0.39 0.47  C2 1.125

Calculated values
net charge: +1
DFT total energy: -647.87547 hartree
LUMO level (alpha / beta): -6.50 / -6.50 eV

Charges in e, computed with Mulliken, in the same order as the atoms: number 1, C, carries -0.57; number 2, C, carries -0.35; number 3, N, carries -0.41; number 4, N, carries 0.57; number 5, Cl, carries 0.13; number 6, H, carries 0.42; number 7, H, carries 0.42; number 8, H, carries 0.41; number 9, H, carries 0.38